# 1
{"formula": "C42H111BN9O21", "method": "ωB97M-V/def2-TZVPD", "e_homo_ev": -6.91, "e_tot_ev": -102441.4263, "homo_lumo_gap_ha": 0.319, "charge": -1, "species": ["O", "C", "O", "B", "O", "C", "O", "O", "C", "O", "C", "O", "O", "C", "C", "C", "O", "C", "N", "H", "H", "H", "H", "H", "H", "H", "H", "H", "H", "H", "C", "C", "C", "O", "C", "N", "H", "H", "H", "H", "H", "H", "H", "H", "H", "H", "H", "C", "C", "C", "O", "C", "N", "H", "H", "H", "H", "H", "H", "H", "H", "H", "H", "H", "C", "C", "C", "O", "C", "N", "H", "H", "H", "H", "H", "H", "H", "H", "H", "H", "H", "C", "C", "C", "O", "C", "N", "H", "H", "H", "H", "H", "H", "H", "H", "H", "H", "H", "C", "C", "C", "O", "C", "N", "H", "H", "H", "H", "H", "H", "H", "H", "H", "H", "H", "C", "C", "C", "O", "C", "N", "H", "H", "H", "H", "H", "H", "H", "H", "H", "H", "H", "C", "C", "C", "O", "C", "N", "H", "H", "H", "H", "H", "H", "H", "H", "H", "H", "H", "C", "C", "C", "O", "C", "N", "H", "H", "H", "H", "H", "H", "H", "H", "H", "H", "H", "O", "H", "H", "O", "H", "H", "C", "O", "H", "H", "H", "H", "C", "O", "H", "H", "H", "H"], "coordinates": [[-10.9608, -22.8473, -25.4206], [-10.8007, -23.8326, -26.0757], [-10.6335, -25.0379, -25.5944], [-10.3534, -25.9899, -26.6507], [-10.5758, -25.2111, -27.9122], [-10.7357, -23.9417, -27.6211], [-10.8859, -23.0568, -28.4104], [-11.1359, -27.2313, -26.6618], [-10.3010, -28.2579, -26.7483], [-10.6463, -29.3943, -26.8483], [-8.8500, -27.7044, -26.7073], [-8.9321, -26.3999, -26.5811], [-7.8563, -28.3660, -26.7661], [-7.9324, -35.6905, -23.2633], [-8.2695, -34.9845, -24.5632], [-7.9179, -33.4961, -24.6219], [-8.4598, -32.9255, -25.7837], [-7.9527, -31.6243, -26.0675], [-7.6792, -35.6787, -25.7135], [-8.1678, -36.7468, -23.3637], [-8.4361, -35.2173, -22.4192], [-6.8718, -35.5978, -23.0056], [-9.3488, -35.0730, -24.7147], [-6.8235, -33.3639, -24.6761], [-8.1288, -32.9117, -23.7130], [-8.1068, -31.0651, -25.1372], [-8.4830, -31.1752, -26.8997], [-6.8804, -31.6979, -26.2772], [-7.8756, -35.1424, -26.5548], [-6.6629, -35.6239, -25.6611], [-14.1124, -25.9484, -27.2766], [-14.1753, -26.3442, -28.7305], [-12.8394, -26.9541, -29.2189], [-13.0766, -27.4744, -30.5202], [-11.8807, -27.9564, -31.0987], [-15.2617, -27.3248, -28.8295], [-13.4829, -25.0850, -27.0328], [-13.6587, -26.7426, -26.6738], [-15.1116, -25.7275, -26.9038], [-14.3996, -25.4870, -29.3697], [-12.5068, -27.7725, -28.5720], [-12.0964, -26.1536, -29.2349], [-11.1912, -27.1488, -31.3501], [-12.0908, -28.5024, -32.0203], [-11.4400, -28.7127, -30.4408], [-15.1283, -28.0667, -28.1471], [-15.1694, -27.7743, -29.7373], [-8.0830, -22.8104, -33.4239], [-9.4727, -23.3190, -33.7445], [-10.2825, -23.4256, -32.4664], [-9.7182, -24.4252, -31.6415], [-10.2853, -24.4447, -30.3573], [-10.0250, -22.4968, -34.8350], [-8.0334, -21.8678, -32.8746], [-7.5621, -22.5944, -34.3628], [-7.4716, -23.5594, -32.9219], [-9.4036, -24.3221, -34.1770], [-11.3573, -23.6169, -32.6113], [-10.2781, -22.4958, -31.8752], [-11.3800, -24.4477, -30.3996], [-10.0263, -23.5612, -29.7589], [-9.8910, -25.2863, -29.7927], [-9.9815, -21.5206, -34.5288], [-11.0417, -22.6243, -34.8138], [-13.7422, -23.8807, -23.3113], [-13.7667, -25.2642, -22.6656], [-12.9008, -26.2554, -23.4530], [-12.8657, -27.4917, -22.7692], [-11.8695, -28.3451, -23.3168], [-13.1770, -25.0944, -21.3171], [-14.2208, -23.1098, -22.7076], [-14.2075, -23.8776, -24.3010], [-12.7182, -23.5243, -23.4535], [-14.7916, -25.6210, -22.5368], [-11.9007, -25.8357, -23.5997], [-13.3462, -26.4086, -24.4485], [-12.0629, -29.3045, -22.8312], [-10.8493, -28.0311, -23.0833], [-12.0658, -28.4828, -24.3828], [-12.2557, -24.7321, -21.5696], [-12.9506, -26.0199, -20.9572], [-13.9885, -17.8087, -27.7021], [-14.4355, -19.1802, -27.1724], [-14.5538, -19.1954, -25.6282], [-13.2883, -18.8982, -25.0760], [-12.3107, -19.8986, -25.1270], [-15.7681, -19.3728, -27.7963], [-14.7513, -17.0388, -27.5761], [-13.8038, -17.8979, -28.7721], [-13.0794, -17.4844, -27.1931], [-13.7792, -19.9626, -27.5448], [-14.8936, -20.1789, -25.2709], [-15.3160, -18.5034, -25.2683], [-12.1604, -20.3821, -26.0964], [-12.4514, -20.6318, -24.3277], [-11.3415, -19.4222, -24.9554], [-16.1737, -20.1887, -27.3378], [-16.4028, -18.6063, -27.6124], [-10.6275, -26.1417, -18.4991], [-9.9717, -26.7966, -19.7052], [-9.3474, -25.7918, -20.6669], [-10.2746, -24.7617, -20.9728], [-9.8572, -24.0873, -22.1595], [-8.9454, -27.7591, -19.3384], [-10.0415, -25.3786, -17.9856], [-10.9463, -26.9432, -17.8300], [-11.5153, -25.5922, -18.8212], [-10.7726, -27.3168, -20.2512], [-9.1102, -26.3773, -21.5640], [-8.4794, -25.2625, -20.2603], [-10.4990, -23.2492, -22.4114], [-9.7168, -24.8414, -22.9345], [-8.8628, -23.6546, -21.9924], [-9.3454, -28.5884, -18.8957], [-8.5802, -28.2501, -20.1653], [-2.5970, -29.4651, -26.9396], [-3.7794, -28.5442, -27.1192], [-3.9211, -27.9035, -28.4942], [-2.7812, -27.0626, -28.6721], [-2.7472, -26.5591, -29.9754], [-5.0033, -29.3695, -26.9325], [-1.6545, -28.9213, -27.0246], [-2.6467, -30.2568, -27.6958], [-2.5630, -30.0442, -26.0147], [-3.7817, -27.7863, -26.3273], [-4.8200, -27.2854, -28.5514], [-3.9974, -28.7342, -29.2015], [-2.8995, -27.3185, -30.7541], [-1.8062, -26.0724, -30.2364], [-3.5410, -25.8145, -30.1353], [-5.0209, -29.7840, -26.0025], [-5.7611, -28.6903, -26.8299], [-5.8381, -26.5049, -23.8727], [-6.4706, -27.2317, -22.6812], [-7.4686, -28.3051, -23.0457], [-7.9095, -28.9621, -21.8839], [-8.7959, -30.0493, -22.1469], [-5.3853, -27.8325, -21.8888], [-5.1523, -25.7363, -23.5258], [-6.6144, -26.1377, -24.5497], [-5.2853, -27.1901, -24.5208], [-6.9865, -26.4518, -22.1053], [-7.0462, -28.9542, -23.8266], [-8.3195, -27.8623, -23.5892], [-9.3696, -30.1753, -21.2293], [-8.2959, -30.9933, -22.3636], [-9.4611, -29.7569, -22.9601], [-4.8143, -27.0919, -21.5019], [-5.8282, -28.3458, -21.1325], [-14.7298, -31.0129, -30.2355], [-14.7306, -31.7843, -28.9000], [-15.5877, -31.1377, -27.8323], [-15.1125, -29.9180, -27.3203], [-14.0352, -30.0226, -26.4121], [-15.1076, -33.1756, -29.1692], [-14.0628, -31.4563, -30.9779], [-14.3761, -29.9833, -30.1201], [-15.7338, -31.0149, -30.6665], [-13.7231, -31.7299, -28.4768], [-15.7646, -31.8442, -27.0087], [-16.6062, -30.9374, -28.1887], [-14.2148, -30.7435, -25.6048], [-13.8450, -29.0735, -25.9157], [-13.1672, -30.3768, -26.9676], [-16.1120, -33.2388, -29.3102], [-14.7096, -33.4663, -30.0517], [-11.3373, -32.5600, -26.7882], [-11.3509, -31.6040, -26.9248], [-10.4918, -32.7208, -26.3483], [-11.4022, -20.0867, -30.4075], [-11.2106, -20.9264, -29.9699], [-12.2920, -19.8599, -30.1171], [-7.5612, -20.8296, -27.7339], [-6.2053, -21.0504, -28.1373], [-8.2216, -21.5917, -28.1526], [-7.5211, -20.7817, -26.6449], [-7.8205, -19.8392, -28.1121], [-5.7745, -21.6211, -27.5011], [-7.5979, -22.1942, -24.2210], [-6.7392, -23.3205, -24.2119], [-7.0663, -21.2526, -24.0448], [-8.1051, -22.1569, -25.1869], [-8.3912, -22.2166, -23.4793], [-6.0608, -23.2103, -24.8797]]}

=====

# 2
{"formula": "C42H112B4F16N7O14", "method": "ωB97M-V/def2-TZVPD", "e_homo_ev": -14.03, "e_tot_ev": -130645.4502, "homo_lumo_gap_ha": 0.306, "charge": 3, "species": ["C", "O", "C", "C", "N", "H", "H", "C", "C", "O", "C", "H", "H", "H", "H", "H", "H", "H", "H", "H", "H", "H", "H", "H", "H", "C", "O", "C", "C", "N", "H", "H", "C", "C", "O", "C", "H", "H", "H", "H", "H", "H", "H", "H", "H", "H", "H", "H", "H", "H", "C", "O", "C", "C", "N", "H", "H", "C", "C", "O", "C", "H", "H", "H", "H", "H", "H", "H", "H", "H", "H", "H", "H", "H", "H", "C", "O", "C", "C", "N", "H", "H", "C", "C", "O", "C", "H", "H", "H", "H", "H", "H", "H", "H", "H", "H", "H", "H", "H", "H", "C", "O", "C", "C", "N", "H", "H", "C", "C", "O", "C", "H", "H", "H", "H", "H", "H", "H", "H", "H", "H", "H", "H", "H", "H", "C", "O", "C", "C", "N", "H", "H", "C", "C", "O", "C", "H", "H", "H", "H", "H", "H", "H", "H", "H", "H", "H", "H", "H", "H", "C", "O", "C", "C", "N", "H", "H", "C", "C", "O", "C", "H", "H", "H", "H", "H", "H", "H", "H", "H", "H", "H", "H", "H", "H", "B", "F", "F", "F", "F", "B", "F", "F", "F", "F", "B", "F", "F", "F", "F", "B", "F", "F", "F", "F"], "coordinates": [[1.5613, -3.5312, 0.3126], [0.6269, -2.7799, -0.5187], [0.0741, -1.6247, 0.1173], [-0.9790, -1.0692, -0.8547], [-2.0803, -2.0597, -0.9554], [-1.6850, -2.9088, -1.3334], [-2.4736, -2.2284, -0.0405], [-3.2984, -1.6798, -1.8613], [-4.4027, -2.7670, -1.9081], [-3.7963, -4.0009, -2.2333], [-4.7222, -4.9950, -2.5024], [1.0219, -4.0332, 1.1157], [2.3450, -2.9604, 0.8108], [2.1108, -4.1889, -0.3609], [0.8963, -0.9305, 0.2911], [-0.2560, -1.8210, 1.1374], [-0.5505, -0.9830, -1.8532], [-1.3832, -0.0968, -0.5734], [-2.8799, -1.6005, -2.8646], [-3.7032, -0.7200, -1.5403], [-5.0461, -2.5845, -2.7688], [-5.0392, -2.8620, -1.0284], [-5.4007, -5.2786, -1.6979], [-4.2076, -5.9184, -2.7678], [-5.3426, -4.6482, -3.3289], [5.2826, 5.6045, 1.0458], [4.3815, 4.6497, 0.4783], [4.2271, 4.8910, -0.8823], [3.3393, 3.9629, -1.6431], [1.8594, 3.9738, -1.0640], [1.7317, 3.8109, -0.0755], [1.4802, 4.9083, -1.1185], [1.0023, 2.9099, -1.8011], [-0.4688, 2.9255, -1.3167], [-0.4525, 2.9720, 0.0815], [-1.7152, 2.8971, 0.7393], [5.2738, 5.3746, 2.1113], [5.0137, 6.6369, 0.8226], [6.2835, 5.3946, 0.6686], [5.2427, 4.8666, -1.2774], [3.8740, 5.9043, -1.0739], [3.7396, 2.9491, -1.6457], [3.2697, 4.2700, -2.6867], [1.5716, 1.9969, -1.6271], [1.0238, 3.1264, -2.8691], [-0.9465, 2.0193, -1.6892], [-1.0241, 3.7600, -1.7448], [-2.2198, 1.9672, 0.4773], [-2.4262, 3.7232, 0.7446], [-1.4016, 2.9150, 1.7831], [-0.9824, -3.9068, -7.8210], [0.1682, -3.2839, -7.4473], [0.1966, -1.8801, -7.7752], [1.6373, -1.4414, -7.4017], [1.6755, -1.4247, -5.8260], [0.9956, -0.7482, -5.5095], [1.3381, -2.3471, -5.5909], [3.1257, -1.0706, -5.3611], [3.8138, -2.3580, -4.9651], [2.9889, -3.2389, -4.2772], [2.4879, -2.9091, -3.0086], [-0.7207, -4.9487, -8.0057], [-1.5478, -3.4510, -8.6338], [-1.5773, -3.9244, -6.9078], [-0.5847, -1.3127, -7.2695], [0.0373, -1.7568, -8.8464], [1.8649, -0.4098, -7.6703], [2.5044, -1.9845, -7.7775], [2.8707, -0.4571, -4.4970], [3.6283, -0.5868, -6.1987], [4.6622, -2.1817, -4.3038], [4.2237, -2.9018, -5.8162], [1.7176, -3.6176, -2.7038], [2.0904, -1.9023, -2.8801], [3.3109, -3.1304, -2.3292], [10.7082, -6.8830, 3.2332], [10.2077, -5.6989, 2.6170], [10.9094, -4.5316, 3.2086], [10.4125, -3.3052, 2.4796], [8.8717, -3.2318, 2.3087], [8.6266, -4.0692, 1.8000], [8.4905, -3.2152, 3.2439], [8.4521, -2.0155, 1.5156], [6.9909, -2.1112, 1.0594], [6.8131, -3.3890, 0.5046], [5.3909, -3.6847, 0.4120], [9.9760, -7.6833, 3.1261], [10.7422, -6.9293, 4.3216], [11.5957, -7.2883, 2.7474], [11.9818, -4.4822, 3.0194], [10.7669, -4.5316, 4.2892], [10.8234, -3.3813, 1.4728], [10.7696, -2.3217, 2.7851], [8.9975, -1.8668, 0.5836], [8.6223, -1.2025, 2.2214], [6.6955, -1.3116, 0.3802], [6.3837, -1.8898, 1.9371], [5.0024, -4.1118, 1.3365], [5.2801, -4.4215, -0.3836], [4.8453, -2.8302, 0.0116], [-0.0538, 0.5214, 2.7730], [0.7971, 1.5897, 3.1987], [2.0706, 1.5784, 2.4936], [2.9607, 0.2878, 2.8233], [3.3516, -0.0524, 4.2786], [3.9273, 0.6807, 4.6674], [2.5724, 0.0465, 4.9136], [4.0560, -1.4077, 4.4690], [2.9532, -2.4337, 4.7770], [1.8642, -2.3159, 3.9313], [0.7009, -2.9150, 4.3700], [-1.0082, 0.8238, 3.2042], [0.1815, -0.4549, 3.1966], [-0.2042, 0.4979, 1.6936], [2.6000, 2.5092, 2.6969], [1.8668, 1.5828, 1.4228], [3.9138, 0.4221, 2.3119], [2.4910, -0.5718, 2.3453], [4.7075, -1.3070, 5.3371], [4.6777, -1.5708, 3.5887], [2.7265, -2.3427, 5.8393], [3.4402, -3.3843, 4.5597], [0.2435, -3.1516, 3.4093], [0.0995, -2.3117, 5.0500], [0.7961, -3.8600, 4.9047], [-2.0676, -0.6447, 6.3755], [-3.2756, -0.9108, 5.8381], [-4.0353, 0.1923, 5.3244], [-5.4154, -0.3942, 4.8330], [-5.0550, -1.4743, 3.7962], [-4.2792, -1.1764, 3.2222], [-4.8394, -2.3425, 4.2650], [-6.0587, -1.7801, 2.7185], [-6.9328, -2.9801, 3.1000], [-7.7750, -2.5640, 4.1663], [-8.9161, -3.3688, 4.1760], [-1.7175, -1.5156, 6.9296], [-2.1971, 0.1498, 7.1104], [-1.3411, -0.4401, 5.5891], [-3.5538, 0.7370, 4.5123], [-4.2426, 0.9639, 6.0660], [-6.0326, 0.4092, 4.4308], [-5.9446, -0.8283, 5.6814], [-5.4688, -1.9619, 1.8202], [-6.6706, -0.9069, 2.4923], [-6.4327, -3.8824, 3.4518], [-7.3397, -3.2192, 2.1174], [-8.7219, -4.4296, 4.3345], [-9.7641, -3.2408, 3.5032], [-9.4376, -3.0780, 5.0879], [-9.2570, 9.6479, -1.7154], [-7.9562, 9.2271, -1.5110], [-6.9580, 9.8034, -2.3850], [-5.6219, 9.3000, -2.0160], [-5.6534, 7.7511, -2.0712], [-6.0881, 7.4539, -1.2093], [-6.1731, 7.3365, -2.8316], [-4.2515, 7.2162, -2.0176], [-4.3309, 5.6997, -1.8500], [-5.1432, 5.0810, -2.8029], [-5.0775, 3.6526, -2.9081], [-9.3808, 10.6943, -1.9943], [-10.0391, 9.3898, -1.0013], [-9.5850, 8.9950, -2.5242], [-7.0170, 10.8802, -2.2268], [-7.1002, 9.5930, -3.4450], [-5.4315, 9.4468, -0.9528], [-4.8474, 9.7321, -2.6497], [-3.6738, 7.6023, -1.1778], [-3.8120, 7.4802, -2.9795], [-4.5249, 5.3526, -0.8351], [-3.2683, 5.5176, -2.0108], [-5.6318, 3.2340, -2.0680], [-4.0456, 3.3015, -2.9114], [-5.4893, 3.2612, -3.8383], [4.1454, 0.4132, -1.0360], [5.4956, 0.9160, -1.1897], [3.5602, 0.4028, -2.3006], [4.2740, -0.8002, -0.4559], [3.3594, 1.2878, -0.3062], [-4.8754, 1.1894, 1.1977], [-6.1510, 0.8961, 0.8018], [-4.6470, 2.4645, 0.8112], [-4.7880, 1.1102, 2.5820], [-3.9166, 0.3958, 0.5867], [-1.0267, -0.0027, -4.4341], [-0.0943, 0.5104, -3.5784], [-0.8428, 0.6419, -5.6592], [-0.7291, -1.3947, -4.4511], [-2.2794, 0.2583, -3.9853], [-2.5410, -3.0754, 2.2823], [-3.7595, -3.6110, 1.8394], [-2.5989, -3.1040, 3.6617], [-1.4764, -3.7843, 1.7949], [-2.5816, -1.7149, 1.9368]]}